1.
ORCA calculation (ωB97M-V with the def2-TZVPD basis set) on a molecular structure, C45H50GeIrN2O2P2S.

Geometry as XYZ:
```
104
Properties=species:S:1:pos:R:3:forces:R:3
Ir -0.2727 0.4013 -0.2707 -0.351 -0.271 0.113
C -1.6941 3.1475 -1.1790 0.039 -0.115 0.075
C -0.3162 3.3093 -1.8478 -0.094 0.008 -0.058
P 0.8550 1.9155 -1.5019 0.090 0.161 -0.203
C 1.6255 1.6738 -3.1350 -0.064 -0.101 -0.032
C 3.0021 1.6975 -3.3384 -0.003 0.024 -0.011
C 3.5334 1.3729 -4.5799 0.029 0.014 0.000
C 2.6994 1.0210 -5.6291 -0.019 0.004 -0.003
C 1.3235 0.9869 -5.4338 0.028 0.005 -0.012
C 0.7936 1.3028 -4.1957 -0.020 -0.022 0.033
C 2.2367 2.4234 -0.4459 0.043 -0.074 0.062
C 2.7684 3.7026 -0.3536 0.016 0.022 -0.008
C 3.7151 4.0154 0.6104 -0.016 0.048 -0.021
C 4.1265 3.0353 1.5009 0.016 -0.073 0.053
C 3.6245 1.7445 1.4187 0.005 0.102 -0.048
C 2.6978 1.4329 0.4351 -0.054 -0.115 -0.100
P -2.1221 1.3800 -0.8333 -0.128 0.249 -0.035
C -2.9353 0.7393 -2.3317 -0.009 0.055 -0.002
C -2.8764 -0.6352 -2.5487 0.005 -0.020 0.007
C -3.5400 -1.1984 -3.6295 0.019 0.009 0.006
C -4.2615 -0.3949 -4.4993 -0.001 0.013 -0.032
C -4.3220 0.9766 -4.2891 0.002 -0.007 -0.012
C -3.6642 1.5427 -3.2079 0.009 -0.022 0.008
C -3.5176 1.4834 0.3373 0.084 -0.035 -0.001
C -4.3249 2.6076 0.4747 0.003 0.016 -0.018
C -5.3896 2.5999 1.3653 -0.004 -0.012 0.020
C -5.6593 1.4668 2.1186 0.009 0.008 -0.002
C -4.8613 0.3387 1.9814 -0.002 0.005 0.005
C -3.7932 0.3510 1.1001 0.011 -0.014 -0.013
H -2.4531 3.6404 -1.7855 -0.042 -0.006 0.014
H -1.7145 3.6168 -0.1948 0.053 0.026 -0.006
H 0.1290 4.2758 -1.6026 -0.007 -0.006 0.052
H -0.4450 3.3009 -2.9314 0.047 0.007 -0.004
H 3.6660 1.9638 -2.5258 -0.002 0.000 0.012
H 4.6063 1.3933 -4.7237 -0.003 0.004 -0.001
H 3.1171 0.7663 -6.5945 0.002 -0.003 0.003
H 0.6651 0.6970 -6.2427 0.000 0.000 0.000
H -0.2790 1.2236 -4.0417 0.000 0.033 0.001
H 2.4247 4.4734 -1.0348 -0.003 -0.010 -0.006
H 4.1128 5.0188 0.6805 -0.002 -0.002 -0.008
H 4.8401 3.2777 2.2781 -0.001 -0.005 -0.004
H 3.9170 0.9889 2.1337 0.012 -0.017 0.010
H 2.6674 -0.4904 0.8583 -0.137 0.095 0.073
H -2.2808 -1.2448 -1.8753 -0.020 0.014 -0.034
H -3.4799 -2.2665 -3.7964 -0.019 0.001 -0.002
H -4.7742 -0.8334 -5.3459 -0.003 -0.002 0.003
H -4.8853 1.6056 -4.9665 0.004 0.001 -0.002
H -3.7336 2.6122 -3.0547 -0.006 0.006 0.017
H -4.1325 3.5011 -0.1063 0.012 -0.007 -0.004
H -6.0065 3.4827 1.4726 -0.002 -0.002 0.001
H -6.4871 1.4644 2.8157 -0.002 0.000 -0.003
H -5.0651 -0.5475 2.5691 -0.004 0.001 0.003
H -3.1524 -0.5202 1.0029 -0.003 0.007 -0.007
O 2.1865 0.1704 0.2983 0.183 0.017 0.233
N 3.6183 -1.8725 1.8125 0.069 -0.026 -0.119
C 4.8500 -1.6911 2.2887 0.012 -0.055 -0.018
C 5.7691 -2.7134 2.4455 0.019 0.075 0.041
C 5.3804 -3.9980 2.1040 -0.057 -0.066 -0.027
C 4.0957 -4.2090 1.6364 0.058 -0.064 -0.036
C 3.2434 -3.1189 1.4957 -0.114 0.291 0.025
S 1.6316 -3.3476 0.8112 0.010 -0.107 0.165
H 5.1243 -0.6737 2.5400 -0.002 0.008 0.010
H 6.7580 -2.5007 2.8259 0.000 -0.005 0.000
H 6.0634 -4.8299 2.2181 -0.008 -0.002 -0.004
H 3.7366 -5.1981 1.3901 0.006 -0.008 -0.003
C -2.0375 -3.9901 1.4283 0.004 -0.005 0.017
Ge -0.7596 -3.5028 2.8238 -0.030 -0.049 -0.005
C 0.0706 -5.0916 3.6056 0.006 0.056 0.004
C -1.6379 -2.4479 4.2256 0.005 0.004 -0.026
C 0.6174 -2.3859 1.9645 -0.136 0.131 0.023
H -2.8413 -4.6092 1.8282 -0.002 -0.005 -0.010
H -1.5362 -4.5399 0.6306 0.001 -0.008 0.009
H -2.4726 -3.0921 0.9859 0.017 0.010 0.007
H -0.6715 -5.6772 4.1492 -0.001 -0.006 -0.008
H 0.8605 -4.8083 4.3030 -0.006 -0.002 -0.001
H 0.5066 -5.7160 2.8262 -0.001 0.008 -0.005
H -2.2138 -3.1020 4.8815 -0.007 0.003 -0.007
H -2.3192 -1.7093 3.7998 0.009 -0.001 -0.010
H -0.9005 -1.9214 4.8334 0.004 -0.011 0.003
H 0.0957 -1.5971 1.4160 0.147 -0.066 -0.162
H 1.2593 -1.8970 2.6970 0.047 -0.072 -0.004
C -0.3576 -3.1707 -2.7795 -0.013 -0.031 0.006
C 0.1930 -1.7875 -2.4475 0.112 -0.007 -0.039
C 1.7161 -1.7879 -2.5553 -0.012 0.023 -0.047
O -0.2416 -1.4304 -1.1661 0.089 0.031 0.043
H -0.0796 -3.4818 -3.7897 0.010 0.012 0.002
H -1.4464 -3.1879 -2.6987 0.019 0.007 -0.002
H 0.0411 -3.9005 -2.0702 0.008 0.003 0.008
H -0.1971 -1.0732 -3.1954 -0.016 -0.058 0.043
H 2.1357 -2.5398 -1.8854 -0.012 -0.007 -0.011
H 2.1209 -0.8186 -2.2670 0.004 0.018 0.021
H 2.0411 -2.0046 -3.5771 -0.020 0.016 -0.006
N -0.4759 3.8880 6.3545 0.001 -0.004 -0.010
C -0.4621 3.4042 5.3109 -0.002 0.038 0.084
C -0.4407 2.8003 4.0110 0.009 -0.043 -0.112
C -0.7953 1.4624 3.8438 0.016 0.030 -0.037
C -0.7652 0.8961 2.5819 -0.061 -0.025 0.064
C -0.3694 1.5976 1.4252 0.056 -0.122 0.063
C -0.0399 2.9425 1.6436 0.088 0.086 -0.112
C -0.0673 3.5408 2.8924 -0.026 -0.052 0.071
H -1.1034 0.8730 4.6986 -0.001 0.016 0.013
H -1.0835 -0.1388 2.5020 0.038 0.042 -0.039
H 0.2836 3.5651 0.8173 -0.031 -0.019 0.019
H 0.2086 4.5816 3.0054 -0.002 0.005 0.006
```
Forces are in eV/Å.

HOMO (spin up / spin down) ... -0.216 / -0.273 Eh
Orbital gap (spin up / spin down) ... 6.33 / 7.66 eV
Lowest unoccupied orbital energy (spin up / spin down) ... 0.01652 / 0.00880 Ha
2S+1 ... 2


2.
ORCA calculation (ωB97M-V with the def2-TZVPD basis set) on 8 unconnected molecules or ions with the total composition C45H50N5O8.

Geometry as XYZ:
```
108
Properties=species:S:1:pos:R:3:forces:R:3
C -2.2077 -0.5055 -0.0103 0.122 0.128 -5.525
C -0.7479 -0.8364 -0.2240 0.435 0.531 4.900
N -0.0965 -0.5735 -1.4594 -0.947 -1.130 -1.589
C -0.0081 -1.5621 -2.4569 2.114 7.512 -2.213
C 0.4465 -0.8394 -3.5654 0.639 0.986 0.435
N 0.6516 0.5814 -3.2674 -2.792 -5.068 4.716
C 0.1950 0.6516 -1.8936 2.019 -4.446 -6.123
C 1.1761 1.6500 -4.0557 3.117 -0.804 2.771
H -2.7929 -0.9081 -0.9238 0.517 0.982 1.320
H -2.3105 0.5426 0.1152 -0.633 0.945 -0.020
H -2.5540 -1.0294 0.7739 -1.159 -1.617 2.949
H -0.6466 -1.8297 0.3547 0.973 1.033 -2.017
H -0.2562 -0.0870 0.4322 -0.018 -0.749 0.242
H -0.2365 -2.5234 -2.3340 -0.800 -3.530 0.607
H 0.7189 -1.2362 -4.5413 -0.092 0.318 0.312
H 0.0973 1.5108 -1.4195 -0.345 3.628 2.467
H 0.6149 2.4482 -3.8944 -2.944 3.634 1.054
H 1.0503 1.5244 -5.0494 0.382 -1.169 -3.218
H 2.1724 2.0007 -3.6687 -0.496 -1.061 -0.870
N 3.5553 -0.0864 -6.1775 0.409 -0.917 0.322
C 3.1821 -1.4453 -5.9294 8.141 7.164 1.173
C 3.9507 -2.2792 -5.2740 1.699 -3.235 2.696
C 5.1549 -1.7528 -4.7703 2.071 -0.307 1.965
C 5.4943 -0.4022 -4.8888 1.819 1.265 -0.841
C 4.7335 0.4451 -5.7112 -3.849 -5.625 0.322
H 2.3201 -1.5933 -6.1896 -9.218 -2.016 -3.192
H 3.5834 -3.3363 -4.9636 0.927 1.882 -0.858
H 5.8893 -2.3869 -4.1331 -1.553 0.945 -1.263
H 6.4485 0.1292 -4.5349 -1.278 -1.648 -0.086
H 4.8755 1.4154 -5.9940 0.821 2.436 -0.365
N 0.9189 -3.5670 5.1032 0.598 0.987 -0.845
C 0.1593 -4.2919 4.1887 0.607 3.523 2.953
C -0.8794 -3.5466 3.6027 3.025 3.681 2.614
C -1.0096 -2.1164 3.5826 2.509 -2.217 0.623
C -0.0242 -1.4338 4.3703 -2.464 0.787 -1.674
C 0.8670 -2.1233 5.1279 -2.269 -5.398 -1.378
H 0.2867 -5.4196 3.9678 0.070 2.166 0.830
H -1.1184 -4.1091 2.8749 -3.896 -3.375 -5.482
H -1.6158 -1.6718 2.7904 -0.063 0.133 0.719
H -0.0155 -0.3334 4.3928 0.004 -0.521 -0.017
H 1.3461 -1.5480 5.8340 1.889 0.324 1.612
N 4.0664 1.5971 -1.7966 -0.366 2.569 0.233
C 3.7824 2.8954 -1.4353 -6.134 -3.076 1.434
C 4.5745 3.9595 -1.2670 4.584 -2.744 -1.172
C 5.9475 3.6188 -1.4805 1.446 0.506 -0.565
C 6.2960 2.3224 -1.8698 -2.212 4.867 1.500
C 5.3519 1.4246 -1.9952 -1.375 -5.432 -2.249
H 2.5886 2.9262 -1.0557 3.222 0.450 -1.177
H 4.3465 4.7844 -0.7500 -1.316 3.205 1.243
H 6.9167 4.2362 -1.4389 -2.223 -0.065 0.445
H 7.2574 2.1395 -1.8626 4.730 -1.340 -0.616
H 5.6490 0.4166 -2.4407 -0.527 1.102 1.116
C -5.0866 0.8262 -2.1519 7.187 5.337 -0.701
C -4.0709 0.5987 -3.2127 -2.883 2.669 4.945
C -2.9509 1.5171 -3.3515 -3.006 -6.753 -3.705
C -2.7401 2.5098 -2.5410 -4.282 -1.119 2.542
C -3.7061 2.8258 -1.5827 0.605 2.174 1.710
C -4.7941 2.0322 -1.3205 -2.960 -1.144 0.133
O -5.7957 2.4783 -0.3073 9.879 5.035 -2.066
O -2.2111 1.2748 -4.4728 2.167 2.306 0.145
H -5.9377 0.3523 -1.9198 -2.836 -2.294 0.187
H -4.4444 -0.2157 -3.7365 0.666 -1.346 -1.980
H -2.0215 3.1333 -2.6536 4.804 3.976 -0.945
H -3.4490 3.8475 -1.0830 -1.151 -2.199 -0.362
H -6.4722 1.9734 -0.2778 -7.227 -5.736 -0.035
H -2.2677 0.4889 -4.9925 -0.913 -0.940 0.247
C -2.2603 -6.4233 1.1329 -1.568 3.816 -3.375
C -3.5261 -5.8437 0.4814 2.718 -3.198 1.818
C -3.3537 -4.7783 -0.4064 -3.873 0.520 -0.357
C -2.1704 -4.1561 -0.6846 1.747 -1.930 1.633
C -1.0123 -4.7394 -0.1405 0.696 1.788 -0.310
C -1.0195 -5.8283 0.7739 -6.903 1.674 -2.449
O 0.0604 -6.2511 1.2152 6.365 4.359 -2.363
O -4.5102 -4.1399 -1.0444 -0.043 -3.317 4.042
H -2.2274 -7.2475 1.7957 -0.535 -0.734 0.544
H -4.4011 -6.5600 0.7308 0.987 2.198 -0.900
H -2.1918 -3.2405 -1.2370 0.308 0.265 -0.376
H -0.0626 -4.1720 -0.3657 -0.762 -1.128 0.477
H 0.0598 -6.9407 1.7265 -0.355 -6.144 4.466
H -4.1743 -3.6730 -1.7416 1.217 1.834 -2.866
C 1.0955 3.0742 3.5488 -0.799 4.400 2.951
C 2.3597 3.5584 3.9163 1.869 1.369 1.545
C 3.4942 3.0109 3.2981 -1.373 -0.595 -1.320
C 3.3160 1.9838 2.2575 0.034 2.670 2.319
C 2.0493 1.6620 1.9145 -3.300 -2.737 -3.020
C 0.9115 2.1930 2.5526 -0.969 -0.265 0.419
O -0.4013 1.8758 2.2533 3.974 -2.575 -4.640
O 4.6905 3.6414 3.4925 0.467 -0.517 0.315
H 0.2408 3.7541 4.0441 1.494 -2.231 -1.283
H 2.5656 4.4849 4.7615 -0.850 -2.952 -2.691
H 4.1422 1.6258 1.7113 0.900 -0.402 -0.474
H 1.7430 0.9146 0.9769 1.327 1.830 2.535
H -1.0347 2.1423 2.8270 -2.651 1.671 3.247
H 5.3857 2.9869 3.6466 -0.056 0.176 -0.114
C -3.6904 1.2046 2.9699 1.457 -1.365 4.704
C -3.2131 0.5007 4.1829 0.529 0.666 0.257
C -2.5646 1.2115 5.2722 -1.842 -1.997 -0.584
C -2.3768 2.5580 5.1273 0.966 1.077 0.412
C -2.7986 3.2389 3.9997 -0.453 -2.177 -0.508
C -3.4786 2.5882 2.9869 -1.445 -0.989 -1.841
O -3.8628 3.3102 1.8639 3.530 0.621 0.888
O -2.3187 0.5833 6.5273 -2.045 -1.704 -2.254
H -4.2909 0.5898 2.3320 -0.057 0.336 -0.840
H -3.2568 -0.6214 4.3790 -0.417 1.531 -0.805
H -1.8369 3.1114 5.8878 -0.146 -0.072 0.142
H -2.5899 4.2183 3.7576 0.439 2.232 0.226
H -4.7428 3.3562 1.6014 -2.617 -0.543 -0.299
H -2.9450 -0.2527 6.4899 2.070 2.373 0.396
```
Forces are in eV/Å.

Charge ... +1
HOMO ... -0.375 Eh
Orbital gap ... 7.67 eV
Lowest unoccupied orbital energy ... -0.09327 Ha
2S+1 ... 1


Number 1: energy -143320.2326 eV. Number 2: energy -71284.8605 eV.